[1]
DFT (the ωB97M-V functional and the def2-TZVPD basis) results for C16H48B2BeF8O8S8 as an isolated structure.

Results
E_LUMO ... -1.4 eV
Electronic energy ... -5289.35872 hartree
HOMO energy ... -8.1 eV

The geometry in XYZ format:
```
91
C16H48B2BeF8O8S8 the ωB97M-V functional and the def2-TZVPD basis
Be 0.141 -3.149 1.079
B -0.019 -0.497 0.390
F 0.677 -1.155 -0.648
F -1.253 -1.128 0.541
F 0.741 -0.708 1.561
F -0.201 0.840 0.082
B 3.035 -3.663 0.676
F 2.451 -2.403 0.952
F 4.218 -3.732 1.371
F 2.064 -4.605 1.063
F 3.203 -3.862 -0.691
C 3.589 0.880 -1.758
S 2.674 2.430 -1.895
O 3.541 3.242 -2.812
C 1.223 1.712 -2.763
H 2.918 0.064 -1.470
H 4.490 0.958 -1.156
H 3.892 0.482 -2.732
H 0.493 2.469 -3.041
H 0.779 0.990 -2.073
H 1.613 1.120 -3.593
C 6.160 0.433 1.601
S 5.010 -0.674 2.492
O 5.171 -0.423 3.965
C 3.464 0.175 2.148
H 5.627 1.355 1.365
H 6.485 0.026 0.643
H 7.025 0.589 2.241
H 2.679 -0.541 2.380
H 3.309 0.494 1.116
H 3.409 1.048 2.796
C -3.461 -3.276 -1.217
S -3.464 -4.039 0.436
O -2.017 -3.930 0.825
C -4.391 -2.769 1.332
H -2.606 -2.621 -1.365
H -4.355 -2.662 -1.319
H -3.457 -4.068 -1.964
H -5.413 -2.716 0.961
H -3.934 -1.790 1.198
H -4.294 -3.175 2.337
C -2.872 -0.733 3.932
S -1.401 -1.758 4.314
O -1.203 -2.429 2.964
C -0.202 -0.423 4.362
H -3.678 -1.453 3.808
H -2.677 -0.173 3.021
H -3.102 -0.067 4.763
H 0.778 -0.855 4.147
H -0.253 0.020 5.354
H -0.283 0.274 3.529
C 1.327 4.728 3.869
S 1.615 2.936 3.637
O 0.430 2.248 4.272
C 1.423 2.828 1.818
H 1.779 5.042 4.804
H 0.240 4.816 3.924
H 1.603 5.304 2.987
H 2.360 3.004 1.289
H 0.687 3.505 1.384
H 1.157 1.790 1.616
C -1.704 0.542 -2.859
S -3.377 0.411 -3.600
O -4.018 -0.702 -2.837
C -4.207 1.931 -3.025
H -1.179 -0.389 -3.068
H -1.731 0.728 -1.784
H -1.110 1.346 -3.299
H -4.262 2.733 -3.765
H -3.696 2.404 -2.185
H -5.236 1.700 -2.760
C -1.834 3.167 -0.682
S -1.671 4.751 -1.538
O -1.068 4.362 -2.860
C -3.435 4.955 -1.924
H -0.852 2.748 -0.454
H -2.270 2.401 -1.325
H -2.371 3.226 0.266
H -3.771 4.160 -2.588
H -3.545 5.904 -2.446
H -4.015 4.940 -1.000
C 1.243 -2.994 -3.387
S -0.118 -3.792 -2.511
O 0.276 -3.911 -1.077
C 0.062 -5.417 -3.310
H 2.148 -3.245 -2.829
H 1.103 -1.927 -3.206
H 1.170 -3.222 -4.446
H 0.076 -5.282 -4.389
H -0.636 -6.154 -2.925
H 1.083 -5.697 -3.037
```

[2]
DFT (the ωB97M-V functional and the def2-TZVPD basis) results for a 8-piece molecular cluster, C16H48O16 overall.

Results
Total charge ... +1
E_LUMO (alpha / beta) ... -2.9 / -9.3 eV
Spin multiplicity ... 2
Expectation value of S² ... 0.76
Electronic energy ... -1841.60537 hartree
HOMO energy (alpha / beta) ... -11.5 / -11.5 eV

The geometry in XYZ format:
```
80
C16H48O16 the ωB97M-V functional and the def2-TZVPD basis
C 0.905 -0.204 4.547
C 1.827 -0.290 5.774
O 1.107 0.392 6.828
O 0.124 -1.366 4.212
H 1.590 -0.204 3.698
H 0.170 0.592 4.429
H 2.755 0.279 5.714
H 1.827 -1.370 5.918
H 0.556 -0.327 7.145
H -0.398 -1.165 3.432
C 5.324 1.494 -2.995
C 3.781 1.718 -2.784
O 2.976 2.294 -3.769
O 5.626 0.563 -4.048
H 5.767 1.110 -2.077
H 5.688 2.494 -3.231
H 3.652 2.533 -2.072
H 3.252 0.952 -2.217
H 2.445 1.634 -4.220
H 6.423 0.068 -3.842
C -0.647 -0.975 0.377
C 0.943 -1.084 0.297
O 1.576 -0.366 -0.811
O -1.029 -0.523 1.673
H -0.976 -1.915 -0.067
H -0.850 -0.174 -0.334
H 1.311 -2.109 0.258
H 1.406 -0.752 1.226
H 2.402 -0.253 -0.334
H -1.970 -0.334 1.679
C -5.667 0.309 -1.065
C -5.828 -0.229 -2.507
O -5.647 -1.627 -2.468
O -4.297 0.166 -0.536
H -6.196 -0.264 -0.303
H -6.095 1.289 -0.852
H -5.000 0.254 -3.027
H -6.851 -0.135 -2.871
H -6.120 -1.943 -1.695
H -3.623 0.700 -0.962
C 4.721 -0.870 1.959
C 4.314 0.412 2.674
O 3.436 1.220 1.976
O 4.599 -0.558 0.580
H 4.253 -1.830 2.180
H 5.748 -1.038 2.286
H 5.247 0.958 2.815
H 4.051 0.110 3.688
H 3.340 2.112 2.316
H 4.415 0.380 0.492
C -3.959 1.141 3.041
C -2.680 1.452 3.859
O -2.839 2.661 4.611
O -3.825 -0.057 2.364
H -4.257 1.943 2.366
H -4.787 1.110 3.749
H -1.912 1.516 3.087
H -2.412 0.616 4.505
H -2.919 2.507 5.555
H -4.169 0.042 1.474
C -0.021 -3.283 -2.683
C 0.150 -3.055 -4.238
O 0.730 -1.875 -4.577
O -0.437 -4.676 -2.398
H -0.947 -2.833 -2.324
H 0.788 -3.004 -2.008
H -0.916 -2.973 -4.448
H 0.618 -3.844 -4.826
H 0.170 -1.116 -4.400
H -0.397 -4.885 -1.462
C -0.889 2.173 -3.437
C -2.108 1.267 -3.098
O -2.101 1.117 -1.635
O 0.392 1.412 -3.367
H -1.044 3.046 -2.803
H -1.208 2.481 -4.432
H -2.055 0.320 -3.635
H -3.104 1.524 -3.457
H -1.195 1.002 -1.339
H 0.969 2.139 -3.125
```

[3]
DFT (the ωB97M-V functional and the def2-TZVPD basis) results for a 8-piece molecular cluster, C16H48O8 overall.

Results
E_LUMO ... 0.5 eV
Electronic energy ... -1240.20983 hartree
Structure (SMILES) ... CCO.CCO.CCO.CCO.CCO.CCO.CCO.CCO
HOMO energy ... -9.6 eV

The geometry in XYZ format:
```
72
C16H48O8 the ωB97M-V functional and the def2-TZVPD basis
C 2.361 3.142 -3.247
C 2.488 2.290 -2.014
O 1.624 2.602 -0.956
H 1.328 3.105 -3.593
H 3.089 2.865 -4.009
H 2.512 4.155 -2.873
H 3.537 2.362 -1.724
H 2.335 1.277 -2.386
H 1.509 1.818 -0.414
C 2.227 -4.380 0.550
C 2.813 -3.591 -0.579
O 1.871 -3.531 -1.614
H 1.256 -4.048 0.917
H 2.883 -4.373 1.420
H 2.055 -5.432 0.325
H 3.750 -4.054 -0.888
H 3.117 -2.618 -0.193
H 2.223 -3.003 -2.334
C -1.095 -1.021 -4.008
C -1.083 0.361 -4.641
O -2.242 0.497 -5.439
H -0.960 -1.814 -4.743
H -2.032 -1.225 -3.489
H -0.273 -1.150 -3.304
H -0.210 0.583 -5.255
H -1.194 1.113 -3.860
H -2.701 1.257 -5.075
C 3.115 0.106 3.809
C 3.784 1.427 4.251
O 4.081 1.309 5.645
H 3.852 -0.697 3.836
H 2.782 0.209 2.777
H 2.256 -0.184 4.413
H 3.095 2.267 4.169
H 4.652 1.709 3.655
H 4.588 2.048 5.989
C -4.379 0.758 -2.829
C -4.409 2.205 -3.116
O -3.730 2.489 -4.297
H -4.684 0.134 -3.669
H -4.916 0.425 -1.941
H -3.384 0.365 -2.619
H -4.036 2.831 -2.305
H -5.459 2.462 -3.254
H -3.747 3.442 -4.405
C -1.148 0.170 -0.322
C 0.184 -0.415 0.183
O 0.900 0.641 0.865
H -1.059 1.072 -0.927
H -1.816 0.521 0.465
H -1.657 -0.517 -0.997
H 0.833 -0.790 -0.608
H -0.092 -1.285 0.780
H 0.330 0.901 1.593
C -0.021 2.789 4.718
C 0.089 2.697 3.212
O -0.838 1.719 2.824
H -1.032 3.060 5.020
H 0.644 3.566 5.096
H 0.184 1.815 5.161
H 1.104 2.434 2.916
H -0.141 3.634 2.707
H -1.715 2.096 2.724
C -2.346 -4.627 2.473
C -1.992 -3.232 2.018
O -2.470 -2.965 0.703
H -2.103 -4.653 3.535
H -1.756 -5.426 2.025
H -3.432 -4.699 2.411
H -0.914 -3.073 1.999
H -2.476 -2.512 2.678
H -1.905 -3.408 0.065
```